{"formula": "C28H45N7PdS", "method": "ωB97M-V with the def2-TZVPD basis set", "species": ["Pd", "C", "C", "N", "C", "S", "N", "N", "C", "C", "C", "C", "C", "C", "C", "N", "H", "H", "H", "H", "H", "H", "H", "H", "H", "H", "H", "H", "H", "C", "C", "C", "C", "C", "C", "C", "C", "N", "C", "C", "C", "C", "H", "H", "H", "H", "H", "H", "H", "H", "H", "H", "H", "H", "H", "H", "H", "H", "H", "H", "C", "C", "N", "C", "C", "C", "C", "N", "H", "H", "H", "H", "H", "H", "H", "H", "H", "H", "H", "H", "H", "H"], "positions_angstrom": [[0.361, 0.570, -0.996], [-4.682, -1.534, 3.348], [-3.219, -1.375, 2.973], [-3.113, -0.796, 1.649], [-1.935, -0.556, 1.023], [-2.063, 0.314, -0.473], [-0.875, -1.064, 1.642], [0.291, -0.797, 1.013], [1.380, -1.268, 1.493], [1.457, -2.158, 2.698], [2.626, -0.873, 0.790], [3.862, -1.359, 1.222], [5.017, -0.990, 0.557], [4.925, -0.136, -0.528], [3.664, 0.311, -0.893], [2.549, -0.040, -0.265], [-4.775, -1.964, 4.344], [-5.196, -2.189, 2.643], [-5.193, -0.569, 3.352], [-2.711, -2.341, 2.978], [-2.699, -0.747, 3.704], [-3.911, -0.321, 1.263], [0.452, -2.336, 3.067], [2.049, -1.699, 3.495], [1.922, -3.116, 2.453], [3.911, -2.023, 2.072], [5.978, -1.366, 0.884], [5.798, 0.183, -1.079], [3.539, 0.980, -1.736], [-0.576, 2.199, 3.730], [-0.800, 2.949, 2.445], [-1.700, 4.012, 2.385], [-1.921, 4.706, 1.199], [-2.895, 5.854, 1.154], [-1.240, 4.332, 0.052], [-0.334, 3.252, 0.063], [-0.128, 2.589, 1.296], [0.305, 2.711, -1.019], [0.490, 3.446, -2.280], [1.624, 2.738, -3.028], [-0.783, 3.329, -3.132], [0.918, 4.909, -2.078], [-1.526, 1.972, 4.216], [0.021, 2.787, 4.431], [-0.060, 1.258, 3.543], [-2.251, 4.295, 3.277], [-3.600, 5.806, 1.983], [-3.464, 5.851, 0.223], [-2.372, 6.811, 1.217], [-1.473, 4.843, -0.868], [0.573, 1.765, 1.310], [1.406, 1.672, -3.120], [2.567, 2.864, -2.490], [1.739, 3.165, -4.026], [-1.006, 2.276, -3.312], [-0.625, 3.824, -4.092], [-1.651, 3.776, -2.650], [1.631, 4.984, -1.255], [0.089, 5.579, -1.870], [1.411, 5.266, -2.984], [1.005, -5.976, -1.992], [1.170, -4.856, -0.969], [0.338, -3.690, -1.222], [-1.062, -3.759, -0.817], [-2.031, -4.053, -1.959], [0.802, -2.575, -1.864], [2.250, -2.556, -2.277], [0.091, -1.536, -2.134], [1.684, -6.799, -1.766], [1.222, -5.616, -2.999], [-0.012, -6.368, -1.987], [2.212, -4.548, -0.922], [0.918, -5.230, 0.027], [-1.333, -2.823, -0.324], [-1.136, -4.537, -0.055], [-1.943, -3.311, -2.751], [-3.057, -4.031, -1.590], [-1.846, -5.035, -2.395], [2.924, -2.595, -1.419], [2.423, -1.632, -2.819], [2.483, -3.401, -2.927], [-0.880, -1.631, -1.851]], "atomic_forces_ev_per_a": [[0.05, 0.02, 0.08], [0.00, 0.00, 0.01], [0.01, -0.01, -0.01], [-0.01, 0.05, 0.01], [-0.02, -0.07, 0.02], [-0.04, 0.00, -0.03], [0.03, 0.04, -0.04], [-0.06, 0.04, -0.04], [0.08, 0.00, 0.00], [-0.01, 0.00, 0.04], [0.02, -0.01, -0.02], [-0.04, -0.01, 0.00], [0.03, -0.02, 0.01], [-0.01, 0.02, -0.02], [0.02, -0.01, 0.02], [-0.03, -0.03, -0.01], [0.00, 0.00, 0.00], [0.00, 0.00, 0.00], [0.00, 0.00, 0.00], [-0.01, 0.00, 0.01], [0.01, -0.01, 0.00], [-0.02, -0.01, -0.01], [0.01, 0.00, 0.00], [0.00, 0.00, 0.00], [-0.01, 0.00, -0.01], [0.01, 0.00, 0.00], [0.00, 0.00, 0.00], [0.00, 0.00, 0.00], [0.00, 0.00, 0.00], [0.00, -0.01, 0.00], [0.04, -0.01, -0.01], [-0.04, 0.01, 0.00], [0.00, 0.01, 0.00], [-0.01, 0.00, 0.00], [0.02, -0.01, -0.02], [-0.01, -0.04, 0.04], [0.01, 0.04, -0.01], [-0.08, -0.04, -0.06], [0.03, -0.02, 0.05], [0.01, 0.02, 0.00], [0.03, 0.02, 0.00], [0.00, -0.03, -0.01], [0.00, 0.00, 0.01], [0.00, 0.00, 0.00], [-0.01, -0.01, 0.00], [0.00, 0.01, 0.00], [0.00, 0.00, 0.00], [0.00, 0.00, 0.00], [0.00, 0.00, 0.00], [-0.01, 0.01, -0.02], [0.01, -0.01, 0.00], [-0.01, -0.01, -0.01], [-0.02, 0.01, 0.00], [0.01, -0.01, 0.01], [0.01, -0.02, 0.00], [-0.01, 0.00, 0.01], [0.02, 0.01, 0.01], [0.01, -0.01, -0.01], [-0.02, 0.03, 0.02], [-0.02, 0.00, 0.00], [0.02, 0.01, 0.02], [-0.01, 0.01, -0.01], [0.02, 0.00, -0.04], [0.01, 0.00, 0.00], [0.01, 0.01, 0.01], [0.03, -0.02, 0.10], [0.00, 0.00, -0.02], [0.01, 0.04, -0.06], [-0.01, 0.00, 0.00], [0.00, 0.01, 0.00], [-0.01, 0.00, 0.00], [-0.01, -0.01, -0.01], [0.00, 0.00, 0.01], [0.00, 0.00, 0.00], [0.00, 0.00, 0.00], [-0.01, 0.00, 0.00], [0.00, 0.01, 0.00], [0.00, -0.01, -0.01], [-0.01, 0.01, 0.01], [0.00, -0.01, 0.00], [0.01, -0.01, -0.01], [-0.03, 0.02, 0.00]], "nbo_charge": [0.726, -0.614, -0.209, -0.605, 0.314, -0.380, -0.507, -0.244, 0.156, -0.688, 0.185, -0.255, -0.158, -0.274, 0.067, -0.469, 0.216, 0.208, 0.203, 0.201, 0.187, 0.403, 0.258, 0.218, 0.213, 0.224, 0.219, 0.223, 0.203, -0.631, -0.027, -0.159, -0.016, -0.628, -0.257, 0.224, -0.209, -0.440, 0.071, -0.602, -0.611, -0.622, 0.214, 0.215, 0.223, 0.195, 0.213, 0.216, 0.217, 0.203, 0.225, 0.224, 0.201, 0.207, 0.231, 0.207, 0.209, 0.217, 0.209, 0.212, -0.619, -0.200, -0.444, -0.225, -0.620, 0.498, -0.675, -0.807, 0.212, 0.208, 0.207, 0.205, 0.194, 0.227, 0.199, 0.218, 0.217, 0.200, 0.221, 0.244, 0.219, 0.369], "e_lumo_ev": [0.35, -0.75], "homo_energy_ev": [-6.462, -6.729], "spin_multiplicity": 3, "energy_ev": -54511.7830, "fmax_ev_per_a": 0.1, "gap_ev": [6.8, 6.0]}